{
  "formula": "C12H25InN2O2P2S",
  "method": "wB97M-V/def2-TZVPD",
  "elements": ["In", "S", "P", "P", "O", "O", "N", "N", "C", "C", "C", "C", "C", "C", "C", "C", "C", "C", "C", "C", "H", "H", "H", "H", "H", "H", "H", "H", "H", "H", "H", "H", "H", "H", "H", "H", "H", "H", "H", "H", "H", "H", "H", "H", "H"],
  "xyz": [[-0.017, -0.189, 0.682], [0.102, -0.199, 5.522], [-2.202, -0.881, -0.821], [2.011, 1.310, 0.241], [-0.288, -3.138, -3.187], [0.199, -3.657, -0.736], [0.167, 0.602, -2.063], [0.057, -0.484, 2.775], [-1.880, -0.712, -2.531], [0.799, 2.416, -3.555], [-2.981, -2.474, -0.418], [0.833, 1.756, -2.311], [0.014, 1.850, -4.549], [3.583, 0.554, -0.278], [2.394, 2.414, 1.622], [-0.890, 0.255, -2.917], [-3.518, 0.343, -0.521], [0.082, -0.347, 3.953], [-0.829, 0.787, -4.235], [1.666, 2.459, -1.167], [2.616, 2.897, -1.573], [1.366, 3.340, -3.662], [1.155, -1.877, 0.436], [-2.274, -3.315, -0.333], [2.420, 1.813, 2.541], [1.001, 3.274, -0.755], [-3.556, -2.421, 0.518], [-0.015, 2.304, -5.531], [-0.794, 1.335, 0.722], [-4.351, 0.033, -1.160], [-2.643, -0.871, -3.263], [-3.842, 0.436, 0.525], [0.958, -4.311, -0.687], [0.858, -2.461, -0.020], [-3.690, -2.704, -1.220], [3.375, 2.883, 1.456], [-1.412, 0.262, -4.983], [3.427, 0.098, -1.271], [0.363, -2.946, -3.866], [-3.137, 1.305, -0.885], [4.381, 1.319, -0.324], [3.833, -0.231, 0.455], [-1.099, -2.574, -3.147], [1.610, 3.178, 1.719], [0.148, -3.430, -1.682]],
  "max_force_ev_per_a": 2.60,
  "total_energy_ev": -54508.8587,
  "charge": 0
}



{
  "formula": "C12H25IrN4O4PS2",
  "method": "wB97M-V/def2-TZVPD",
  "elements": ["Ir", "S", "S", "P", "O", "O", "O", "O", "N", "N", "N", "N", "C", "C", "C", "C", "C", "C", "C", "C", "C", "C", "C", "C", "H", "H", "H", "H", "H", "H", "H", "H", "H", "H", "H", "H", "H", "H", "H", "H", "H", "H", "H", "H", "H", "H", "H", "H", "H"],
  "xyz": [[-0.391, -0.785, 0.310], [-1.488, -0.314, -1.685], [-1.393, 1.191, 0.917], [-2.339, 1.319, -0.868], [-2.125, -2.403, 1.551], [-3.883, 1.273, -0.628], [-0.118, -3.293, 1.990], [-2.027, 2.575, -1.747], [3.690, -0.182, 1.464], [3.666, -0.321, -0.947], [3.741, -2.336, 0.378], [1.700, -1.015, 0.325], [-4.833, 1.165, -1.741], [-1.246, 4.794, -1.181], [4.185, -1.689, -0.856], [2.253, -0.221, 1.494], [-2.461, 3.918, -1.339], [2.303, -2.398, 0.407], [-0.922, -2.392, 1.456], [-6.154, 1.721, -1.279], [4.134, 0.440, 0.214], [2.227, -0.366, -0.935], [-0.768, -4.340, 2.754], [4.212, -1.552, 1.520], [-0.678, 4.830, -2.109], [-6.515, 1.175, -0.409], [3.745, 1.458, 0.159], [-0.602, 4.424, -0.383], [-3.120, 4.267, -2.131], [3.835, -2.265, -1.714], [1.930, -2.977, -0.439], [-1.463, -4.879, 2.115], [1.841, 0.787, 1.429], [5.223, 0.480, 0.202], [1.911, -0.701, 2.412], [-6.886, 1.619, -2.080], [5.301, -1.520, 1.509], [1.865, -0.949, -1.783], [0.031, -4.988, 3.095], [-6.066, 2.776, -1.024], [-1.305, -3.902, 3.592], [3.883, -2.025, 2.446], [-1.561, 5.806, -0.927], [1.960, -2.857, 1.329], [1.807, 0.640, -0.983], [-4.438, 1.716, -2.597], [5.274, -1.661, -0.874], [-3.035, 3.845, -0.413], [-4.901, 0.108, -1.993]],
  "max_force_ev_per_a": 1.03,
  "total_energy_ev": -60793.5458,
  "charge": 1,
  "de_lowest_ev": 0.5709
}



{
  "formula": "C12H25N2",
  "method": "wB97M-V/def2-TZVPD",
  "elements": ["N", "N", "C", "C", "C", "C", "C", "C", "C", "C", "C", "C", "C", "C", "H", "H", "H", "H", "H", "H", "H", "H", "H", "H", "H", "H", "H", "H", "H", "H", "H", "H", "H", "H", "H", "H", "H", "H", "H"],
  "xyz": [[2.061, -1.156, 0.066], [0.526, 0.446, -0.253], [1.329, -0.607, -0.865], [1.854, -0.565, 1.432], [2.143, 2.337, -0.600], [0.764, 1.657, -1.002], [-1.381, -2.634, -0.462], [-1.895, -1.243, -0.120], [-2.460, -0.527, -1.287], [-2.696, 0.517, 1.489], [3.088, -2.191, -0.088], [-2.020, -0.834, 1.174], [0.700, 0.444, 1.312], [-0.287, 2.645, -0.865], [-0.293, 3.405, -1.682], [2.787, -0.278, 1.756], [1.402, -1.336, 2.016], [-3.408, 0.768, 0.742], [-2.134, -3.153, -1.187], [-0.469, -2.516, -0.997], [0.922, 1.584, 1.457], [2.779, -2.847, 0.692], [2.120, 2.414, 0.459], [-3.298, -0.984, -1.826], [-0.225, 0.195, 1.793], [-1.324, -3.209, 0.372], [-1.795, -0.823, -2.069], [2.949, 1.699, -1.015], [-0.480, 3.195, 0.037], [-3.221, 0.488, 2.423], [0.803, 1.299, -2.009], [4.105, -1.777, 0.168], [-1.314, 2.175, -1.108], [-0.503, 0.093, -0.216], [-2.076, 1.434, 1.517], [-1.876, -1.418, 1.993], [2.245, 3.391, -1.008], [-2.457, 0.535, -1.060], [3.031, -2.623, -1.179]],
  "max_force_ev_per_a": 5.11,
  "total_energy_ev": -15819.1933,
  "charge": 1,
  "de_lowest_ev": 4.0315
}



{
  "formula": "C12H26AsBrN4OPd",
  "method": "wB97M-V/def2-TZVPD",
  "elements": ["Pd", "Br", "As", "O", "N", "N", "N", "N", "C", "C", "C", "C", "C", "C", "C", "C", "C", "C", "C", "C", "H", "H", "H", "H", "H", "H", "H", "H", "H", "H", "H", "H", "H", "H", "H", "H", "H", "H", "H", "H", "H", "H", "H", "H", "H", "H"],
  "xyz": [[-0.158, -0.333, -0.553], [-3.372, -2.248, 0.882], [0.694, 0.284, 2.536], [-0.552, 1.295, 2.167], [-2.428, 0.704, -1.740], [-1.498, -2.285, -1.134], [-0.352, 2.332, -0.524], [1.643, 0.627, -1.931], [-0.018, -4.423, -0.144], [0.679, -1.522, 1.883], [0.792, 0.068, 4.455], [0.384, -3.769, -1.294], [-2.310, 2.106, -2.075], [0.835, 2.821, -1.162], [2.402, 1.024, 2.030], [-0.386, -2.705, -1.756], [-1.839, -2.916, -0.027], [1.278, 1.978, -2.358], [-1.164, -3.997, 0.515], [-1.627, 2.862, -0.937], [1.653, 2.830, -0.433], [-0.296, 2.177, 0.478], [2.098, 2.495, -2.875], [0.907, 1.047, 4.915], [2.470, 1.007, 0.944], [1.690, -0.010, -2.715], [2.444, 2.053, 2.385], [1.626, -1.979, 2.178], [0.546, -5.262, 0.241], [-1.523, -4.477, 1.413], [-1.727, 2.196, -2.996], [-1.548, 3.922, -1.231], [2.555, 0.621, -1.490], [0.453, 1.890, -3.066], [3.221, 0.447, 2.459], [-2.867, 0.130, -2.445], [0.715, 3.864, -1.503], [-2.910, 0.555, -0.861], [1.266, -4.070, -1.839], [-0.144, -0.374, 4.793], [-2.291, 2.827, -0.068], [-0.150, -2.204, -2.687], [0.608, -1.561, 0.769], [1.625, -0.576, 4.735], [-0.153, -2.062, 2.332], [-3.271, 2.611, -2.265]],
  "max_force_ev_per_a": 0.67,
  "total_energy_ev": -155232.6169,
  "charge": 0,
  "de_lowest_ev": 1.8771
}



{
  "formula": "C12H26BaNO2P2",
  "method": "wB97M-V/def2-TZVPD",
  "elements": ["Ba", "P", "P", "O", "O", "N", "C", "C", "C", "C", "C", "C", "C", "C", "C", "C", "C", "C", "H", "H", "H", "H", "H", "H", "H", "H", "H", "H", "H", "H", "H", "H", "H", "H", "H", "H", "H", "H", "H", "H", "H", "H", "H", "H"],
  "xyz": [[0.209, 1.298, 0.228], [-2.683, 0.837, -0.769], [2.390, -0.857, 0.316], [0.088, 3.701, -1.000], [1.821, 2.202, -1.846], [-0.203, -0.678, -1.709], [-1.294, -2.217, -3.194], [-2.802, 2.000, -2.179], [2.342, -2.681, 0.414], [-1.328, -1.215, -2.223], [-2.685, -0.741, -1.723], [1.095, -2.142, -3.116], [0.128, 2.557, 2.632], [2.214, -0.519, -1.481], [-4.400, 0.861, -0.162], [0.992, -1.145, -2.142], [4.173, -0.574, 0.592], [-0.066, -2.683, -3.655], [-0.178, 4.614, -1.137], [-2.798, 3.035, -1.805], [-0.021, -3.450, -4.419], [4.314, -0.376, 1.664], [-3.376, -0.637, -2.581], [4.759, -1.461, 0.317], [-2.243, -2.603, -3.571], [2.081, -2.471, -3.434], [0.478, 1.629, 3.131], [-3.112, -1.506, -1.047], [2.154, 0.685, -1.668], [0.751, 3.400, 2.965], [-4.471, 1.652, 0.598], [2.160, -2.963, 1.461], [-3.747, 1.820, -2.713], [1.121, 3.061, -1.699], [-5.121, 1.065, -0.965], [3.296, -3.120, 0.098], [-4.638, -0.099, 0.318], [0.334, 3.637, -0.006], [4.520, 0.300, 0.027], [3.134, -0.851, -1.971], [2.428, 2.442, -2.555], [-1.964, 1.865, -2.880], [1.528, -3.092, -0.193], [-0.926, 2.729, 2.912]],
  "max_force_ev_per_a": 3.71,
  "total_energy_ev": -37715.9239,
  "charge": 1,
  "de_lowest_ev": 0.6269
}



Copy entry 5 word for word.
{
  "formula": "C12H26BaNO2P2",
  "method": "wB97M-V/def2-TZVPD",
  "elements": ["Ba", "P", "P", "O", "O", "N", "C", "C", "C", "C", "C", "C", "C", "C", "C", "C", "C", "C", "H", "H", "H", "H", "H", "H", "H", "H", "H", "H", "H", "H", "H", "H", "H", "H", "H", "H", "H", "H", "H", "H", "H", "H", "H", "H"],
  "xyz": [[0.209, 1.298, 0.228], [-2.683, 0.837, -0.769], [2.390, -0.857, 0.316], [0.088, 3.701, -1.000], [1.821, 2.202, -1.846], [-0.203, -0.678, -1.709], [-1.294, -2.217, -3.194], [-2.802, 2.000, -2.179], [2.342, -2.681, 0.414], [-1.328, -1.215, -2.223], [-2.685, -0.741, -1.723], [1.095, -2.142, -3.116], [0.128, 2.557, 2.632], [2.214, -0.519, -1.481], [-4.400, 0.861, -0.162], [0.992, -1.145, -2.142], [4.173, -0.574, 0.592], [-0.066, -2.683, -3.655], [-0.178, 4.614, -1.137], [-2.798, 3.035, -1.805], [-0.021, -3.450, -4.419], [4.314, -0.376, 1.664], [-3.376, -0.637, -2.581], [4.759, -1.461, 0.317], [-2.243, -2.603, -3.571], [2.081, -2.471, -3.434], [0.478, 1.629, 3.131], [-3.112, -1.506, -1.047], [2.154, 0.685, -1.668], [0.751, 3.400, 2.965], [-4.471, 1.652, 0.598], [2.160, -2.963, 1.461], [-3.747, 1.820, -2.713], [1.121, 3.061, -1.699], [-5.121, 1.065, -0.965], [3.296, -3.120, 0.098], [-4.638, -0.099, 0.318], [0.334, 3.637, -0.006], [4.520, 0.300, 0.027], [3.134, -0.851, -1.971], [2.428, 2.442, -2.555], [-1.964, 1.865, -2.880], [1.528, -3.092, -0.193], [-0.926, 2.729, 2.912]],
  "max_force_ev_per_a": 3.71,
  "total_energy_ev": -37715.9239,
  "charge": 1,
  "de_lowest_ev": 0.6269
}



Q: Which formula does entry 5 have?
A: C12H26BaNO2P2



Q: Which formula does entry 2 have?
A: C12H25IrN4O4PS2